Here is an isolated molecule of C2H5NO3 in a non-equilibrium geometry from the Open Molecules 2025 dataset. Energies are from wB97M-V/def2-TZVPD.

CARTESIAN COORDINATES (ANGSTROEM)
O -2.10 -0.49 -0.19
O -0.90 1.34 -0.01
O 1.83 0.68 0.01
N 1.45 -0.76 -0.26
C 0.15 -0.91 0.38
C -0.98 0.02 0.07
H 2.99 0.39 0.13
H 1.18 -0.88 -1.29
H 0.30 -0.93 1.50
H -0.07 1.72 0.25
H -0.19 -1.92 0.13

Its HOMO energy is -10.0 eV. The energy comes out at -9784.7773 eV. The energy above the lowest of the compared OMol25 structures with the same formula, charge and spin is 78.7 kcal per mole. The calculation puts the frontier orbital gap at 10.2 eV. Its lowest unoccupied orbital energy is 0.2 eV.